Entry 1:
100
Properties=species:S:1:pos:R:3:forces:R:3 method="wB97M-V/def2-TZVPD" orbital_gap_ev=7.226 fmax_ev_per_a=8.355 energy_ev=-132690.086 smiles="CC[C@@H](I)C1=CC(=O)c2c(cccc2[C@H](Br)CC)C1=O.COCCOC.COCCOC.COCCOC.COCCOC"
I -0.33979 -2.16089 0.62679 -0.6 -0.3 -1.0
Br -7.73949 -5.84470 -0.81774 -0.4 1.5 -0.2
O -1.48839 -6.76466 -4.28529 -0.1 -0.2 -0.4
O -6.31424 -3.22866 0.92763 4.7 0.6 -6.9
O 10.30203 9.65598 1.87847 -0.1 -0.2 0.5
O -2.71353 -9.38296 -4.98335 0.2 0.2 0.5
O 4.36509 3.94332 3.58302 0.4 -0.3 -0.1
O -0.52757 2.95398 4.11747 0.4 -0.3 -0.1
O 7.92777 8.35315 3.10700 0.1 0.2 -0.4
O 0.00600 0.03550 4.32134 -0.3 0.3 0.2
O -3.14111 -0.06080 -2.16601 -3.8 -7.3 1.1
O 6.71744 4.22048 1.78487 -0.4 0.3 0.0
C 0.30106 -3.27506 -3.27817 -1.3 1.1 0.1
C -8.23498 -2.45539 -3.61514 3.5 1.1 0.9
C 4.19422 2.60395 3.13215 -0.2 0.2 0.0
C -2.84851 -6.96003 -4.68420 0.1 -0.2 0.6
C -3.02617 -2.48453 -1.11257 -2.8 -1.6 1.9
C -0.62531 2.01911 3.03873 -0.5 0.0 0.5
C -5.27262 -1.59769 -2.53867 -2.3 -0.4 -1.2
C -10.07726 -4.58191 -2.07241 -0.4 -0.8 1.0
C -5.58293 -3.09638 -0.18361 -2.4 0.0 3.1
C -7.25700 -1.44191 -4.51537 1.6 -1.2 3.4
C -8.71919 -4.10606 -1.24175 -0.8 1.5 -1.3
C -7.76405 -3.06589 -2.13657 2.6 2.3 -2.1
C 10.58153 10.29025 3.12184 0.0 0.1 -0.2
C -11.41998 -3.70998 -1.69519 -0.8 -0.6 -0.9
C -1.41221 -2.75278 -1.23029 -1.2 -1.0 -1.5
C -3.36020 -8.33667 -4.25141 0.0 0.1 -0.7
C -3.93150 -3.35113 -0.25574 1.6 2.5 -2.5
C 6.47831 5.00295 2.95866 0.2 -0.6 0.2
C 8.63242 7.87152 1.95864 0.3 -0.1 0.6
C 0.82294 3.21382 4.48299 -0.2 0.2 0.1
C 7.15655 9.51337 2.81701 0.0 -0.1 0.3
C -0.58262 -6.91258 -5.37281 0.1 0.1 0.2
C -3.74851 -1.23274 -1.95444 1.8 3.3 -0.6
C -5.74006 -0.98700 -3.98942 -3.0 -2.9 2.8
C -1.03596 0.63292 3.54282 0.6 0.1 -0.3
C 10.11609 8.24416 2.02284 -0.3 0.3 -0.5
C -6.25703 -2.60066 -1.63183 -0.5 0.9 -2.2
C -0.26526 0.09631 5.71745 0.2 -0.1 -0.1
C -1.71616 -10.04147 -4.21003 -0.1 -0.1 -0.3
C -0.70996 -2.13595 -2.58692 1.0 0.2 -0.3
C 5.70642 4.20166 4.01051 -0.3 0.5 -0.3
C 5.84446 4.57188 0.71743 0.2 -0.2 0.0
H -1.15130 -10.70394 -4.87266 -0.2 0.1 0.0
H -11.33277 -3.07213 -0.71786 0.0 -1.1 -2.0
H -4.42876 -8.40252 -4.48168 0.0 0.1 0.0
H 9.84881 10.02038 3.88732 0.0 0.0 0.0
H -2.19073 -10.64804 -3.43267 0.1 0.0 0.1
H -1.97252 0.68245 4.11084 0.1 0.1 0.0
H -1.20064 -0.02022 2.67942 -0.1 0.1 0.0
H -3.46479 -4.23588 0.35607 -1.1 2.0 -1.1
H 5.95891 3.82957 -0.07781 0.1 0.1 0.2
H 4.79943 4.57975 1.03521 0.0 0.1 0.0
H -1.02130 -9.32987 -3.75567 -0.1 0.0 0.0
H 0.65850 -2.78541 -4.29077 -0.4 -1.2 2.2
H 6.29607 9.24156 2.19801 0.0 0.1 -0.1
H -3.23932 -8.47944 -3.17101 0.1 0.1 -0.1
H -1.07818 -0.59233 5.96716 -0.1 0.1 0.1
H 10.57339 7.87985 2.95043 -0.1 0.1 0.0
H 5.95460 5.93409 2.71062 0.0 -0.1 0.1
H 1.17300 -3.55078 -2.54795 -1.7 0.4 -1.6
H 11.58786 10.02114 3.45697 0.0 0.0 0.1
H 6.78960 9.92614 3.76121 0.1 -0.2 -0.1
H 7.75086 10.27875 2.31290 0.0 0.0 -0.1
H -1.46365 -1.84074 -3.43534 1.1 -0.6 1.9
H 10.63426 7.76881 1.18337 0.0 0.0 0.0
H -9.91622 -4.65321 -3.22964 -0.1 0.3 2.3
H 1.30984 3.80926 3.70462 0.1 0.0 0.0
H 8.54391 6.77998 1.96667 0.0 0.0 -0.1
H 0.82184 3.79028 5.41264 -0.1 -0.1 -0.2
H 3.20770 2.52294 2.66609 0.1 0.1 0.1
H -2.96538 -6.81866 -5.76548 0.0 -0.1 0.1
H -9.27530 -2.73575 -4.09232 2.4 0.6 1.2
H -0.67833 -6.06120 -6.05361 0.0 -0.1 -0.1
H 7.45864 5.26776 3.36874 -0.1 0.0 0.1
H 6.12084 5.55331 0.32007 -0.1 0.1 0.0
H 0.31370 1.97048 2.47418 0.0 -0.1 0.1
H -5.04000 -0.27095 -4.60980 -1.6 -1.7 1.5
H -0.75179 -7.84478 -5.91642 -0.1 0.0 0.0
H -3.44122 -6.19031 -4.17866 0.0 0.0 0.0
H -0.39437 -4.18210 -3.54099 1.6 1.5 0.6
H -11.75970 -3.06117 -2.63730 0.8 -1.1 2.3
H 6.22802 3.26875 4.25518 0.0 0.1 -0.1
H -1.26092 -3.93498 -1.29587 -0.5 2.6 0.4
H 5.63782 4.79848 4.92608 0.1 0.0 0.0
H 1.38194 2.29029 4.64956 0.0 0.0 -0.1
H -0.09395 -1.14476 -2.34238 -1.4 -2.2 -0.4
H -9.04960 -3.53869 -0.24491 1.1 -1.6 -2.1
H 4.95114 2.32611 2.39355 0.0 0.0 0.1
H -10.29739 -5.69450 -1.70195 0.6 2.5 -0.9
H 0.63461 -0.21733 6.25492 -0.1 0.0 -0.2
H -7.61738 -1.01080 -5.55861 0.7 -1.2 2.5
H 8.17378 8.23953 1.03288 0.1 0.1 0.1
H 0.43517 -6.92523 -4.97222 -0.2 0.1 0.0
H -1.40365 2.39239 2.36478 0.0 -0.1 0.0
H 10.54272 11.37306 2.97005 0.0 -0.2 -0.1
H 4.23459 1.91836 3.98407 0.0 -0.1 -0.1
H -0.52414 1.10998 6.03544 0.0 0.0 0.0
H -12.30890 -4.48348 -1.52425 1.9 1.7 -0.3

***

Entry 2:
116
Properties=species:S:1:pos:R:3:forces:R:3 method="wB97M-V/def2-TZVPD" orbital_gap_ev=10.445 fmax_ev_per_a=5.329 energy_ev=-252217.530
Cl -6.36627 -7.34405 -2.85277 0.0 0.1 0.0
Cl 1.67985 4.42565 -0.69818 -0.3 0.1 -0.1
Cl 10.11127 4.27367 0.24113 0.0 0.1 0.0
Cl -6.17269 0.69384 5.12190 0.1 0.0 0.0
Cl 9.60968 -4.45111 -2.05728 0.0 0.0 -0.1
Cl -11.63796 -7.18318 0.31576 -0.1 0.0 0.1
Cl -8.22759 2.69907 4.60201 0.0 0.1 0.0
Cl -10.41252 2.47424 -6.33985 0.0 0.0 0.1
Cl -0.03549 5.24202 1.53084 0.0 0.0 0.0
Cl -9.78052 -0.12224 -7.52604 0.0 -0.1 0.0
Cl -9.02222 -6.99406 -1.67573 0.1 0.1 0.0
Cl 9.53802 -6.17088 0.30655 0.1 0.0 0.0
Cl -13.91606 -5.41351 -0.17303 0.0 0.1 0.0
Cl 11.96582 2.06808 0.74134 0.3 0.1 0.1
S -4.00471 2.08409 1.53294 0.9 4.2 3.1
F -6.15795 1.72463 -2.71931 0.2 -0.5 -0.5
F -8.55806 0.87319 -3.07453 0.0 -0.3 -0.6
F -7.25215 2.70880 -1.16924 -0.1 0.8 0.5
F -7.50508 -0.94869 -0.25652 0.7 -0.1 0.5
F -7.66680 -1.56774 -3.76009 -0.5 0.5 -0.4
F -7.45541 -2.99768 -2.15715 -0.3 -0.4 0.2
F -9.23074 -1.34284 -1.45914 -0.5 -0.2 -0.2
F -9.05406 1.12852 -1.00747 -0.5 0.0 0.6
O -2.48913 2.24581 0.94896 -1.3 -1.9 -0.2
O -4.28963 0.53649 1.29849 0.5 1.6 -0.4
O -5.07343 -1.83999 -1.33042 -0.1 0.4 0.3
O -4.87946 2.99447 0.88951 -1.0 -1.2 -2.3
O -3.85010 2.55618 2.89095 0.2 -2.2 0.0
C 2.48398 0.82502 2.46101 -0.2 0.4 0.3
C -3.90178 -1.04633 -1.15004 0.0 -0.3 -0.4
C 6.48571 1.07677 -0.60325 0.7 0.7 0.0
C -3.29271 -1.33088 0.21526 -0.3 0.0 0.4
C -6.84144 1.52018 -1.57216 0.0 -0.4 -0.1
C 0.07339 0.17680 2.25227 -0.2 -0.5 -0.1
C 3.73831 3.02564 2.29661 -0.3 -0.1 -0.6
C -8.11722 0.65579 -1.83077 0.5 0.6 0.4
C 8.99385 0.53204 -0.61009 -0.7 -0.1 0.1
C 6.45468 2.61256 -0.46029 0.0 -0.3 0.3
C 5.75028 3.10400 0.80997 -0.2 0.1 -0.7
C -0.99395 -0.89955 2.55071 0.0 0.6 0.6
C -10.15680 0.75184 -6.03535 0.0 0.0 0.1
C 0.01758 4.67392 -0.13911 -0.1 0.1 -0.1
C -12.17730 -5.65241 -0.38261 0.1 0.1 -0.1
C -2.93960 -0.09181 1.03580 -1.1 -0.4 -0.1
C -5.68995 -1.56740 -2.56016 0.3 -0.3 -0.7
C -2.44862 -0.40739 2.44372 1.0 -1.0 -0.1
C 10.51827 -5.57008 -1.03573 0.1 0.0 0.0
C 11.79630 3.74100 0.19635 0.1 0.1 0.0
C 1.31753 0.07230 3.13617 0.7 0.4 -1.0
C 9.81476 -1.71655 0.30685 0.5 0.3 -0.5
C 9.55107 -0.84611 -0.95722 0.2 0.0 0.7
C 7.66356 0.46688 0.18240 -0.5 -0.4 -0.6
C -7.98039 -0.84874 -1.49099 -0.9 0.3 -1.2
C -7.20901 -1.71009 -2.51720 1.4 -0.8 1.1
C 11.31015 -2.07927 0.41051 -0.8 -0.2 -0.1
C 2.38798 2.34757 2.59968 0.9 0.5 0.1
C 4.24700 2.78425 0.85921 0.6 0.4 0.8
C -2.27560 1.00059 0.22887 1.5 1.2 -0.4
C -6.49882 2.32916 4.53300 -0.1 0.1 0.1
C -7.60417 -6.18389 -2.35208 0.0 0.1 0.0
H 6.66741 0.87417 -1.66157 -0.2 -0.3 0.0
H 10.83829 -6.41168 -1.63922 -0.1 0.0 0.0
H 8.88699 -1.37390 -1.64525 -0.2 0.1 0.1
H -2.64135 1.19820 -0.78166 -0.5 -0.6 0.1
H 6.00545 3.05347 -1.35304 0.0 0.1 0.1
H 7.39828 -0.57955 0.36026 0.2 0.0 0.2
H 6.27903 2.71099 1.68228 -0.1 -0.1 0.1
H -9.32917 0.63776 -5.34650 0.1 0.0 -0.1
H 1.16438 0.51772 4.11929 -0.2 -0.2 0.1
H 3.73521 3.47639 0.18544 0.1 -0.4 0.0
H 4.50633 2.68195 2.99455 -0.1 -0.1 0.1
H -6.17149 1.06193 -0.84285 0.0 0.1 0.2
H 11.85533 -1.21365 0.78259 0.2 -0.1 0.0
H -7.91067 -5.60567 -3.21611 0.0 -0.1 0.0
H 9.18017 -2.60115 0.27921 0.1 -0.1 0.1
H -1.19897 0.91325 0.09541 0.0 -0.3 0.4
H 0.39322 0.05091 1.21303 0.1 0.1 0.0
H -0.35402 1.18164 2.31501 0.0 0.0 0.2
H -5.96510 3.03923 5.15346 0.0 -0.1 0.1
H 11.44632 -2.93235 1.07644 0.2 0.1 0.1
H -11.95022 -5.65595 -1.44274 0.0 -0.1 0.0
H -2.57930 0.41110 3.14980 -0.1 0.3 -0.3
H 10.48910 -0.71671 -1.50338 0.0 0.0 0.0
H -6.15555 2.41459 3.51390 -0.1 -0.1 -0.1
H 4.05084 1.76002 0.54809 0.0 0.0 -0.1
H -3.18279 -1.28952 -1.94199 0.0 0.1 0.0
H -3.08525 -1.22129 2.79844 -0.2 0.1 0.0
H -0.51468 3.73443 -0.20289 0.0 -0.1 0.1
H 12.38163 4.38002 0.84739 -0.1 0.0 0.1
H 1.65532 2.79391 1.92628 -0.3 -0.2 0.0
H 8.78714 1.05237 -1.55029 0.2 0.3 0.1
H -5.35308 -2.32835 -3.27585 -0.2 0.1 -0.2
H -2.42947 -1.99347 0.16097 0.1 0.1 -0.1
H -11.05976 0.33490 -5.60414 0.0 0.0 -0.1
H -0.45661 5.41443 -0.77334 0.1 0.0 0.0
H -4.06056 -1.85829 0.78588 0.1 -0.1 0.1
H 3.44498 0.49383 2.86665 -0.1 0.0 0.1
H 2.12108 2.64252 3.61877 -0.2 -0.2 0.0
H -4.20291 -0.00539 -1.28233 0.2 0.1 0.2
H 7.49762 2.93922 -0.40093 0.0 0.1 -0.3
H -5.43127 -0.59912 -3.00429 0.0 0.1 0.3
H -7.18421 -5.52942 -1.59752 0.0 -0.1 0.0
H 11.68084 -2.33756 -0.58270 0.2 -0.1 0.1
H -0.85332 -1.18324 3.59761 -0.1 -0.1 0.0
H 7.75334 0.94829 1.15708 0.0 0.0 0.1
H 9.55043 -1.16377 1.21024 -0.2 0.0 0.0
H 3.66414 4.10831 2.42952 -0.1 0.0 0.2
H 5.53507 0.62871 -0.31640 0.0 0.0 0.0
H 1.63826 -0.96613 3.24729 -0.3 -0.1 0.1
H 12.15823 3.81307 -0.82285 -0.1 -0.1 0.0
H 5.83599 4.19463 0.85305 0.2 0.0 0.1
H -0.82238 -1.81752 1.98597 0.0 0.1 -0.2
H 11.37999 -5.04951 -0.63247 -0.1 0.1 0.0
H 2.51716 0.60190 1.39324 -0.1 -0.3 0.0
H 9.70270 1.11247 -0.02086 0.1 -0.1 -0.3
H -11.65182 -4.84168 0.10907 0.0 0.0 0.1